[1]
DFT (the ωB97M-V functional and the def2-TZVPD basis) results for C6H6Cl4 in the gas phase.

Its SMILES is C=CC(Cl)(Cl)CC=C(Cl)Cl. The calculation puts the total energy at -56406.3032 eV. As for the energy above the lowest of the compared OMol25 structures with the same formula, charge and spin: 0.6138 eV. The value obtained for the HOMO-LUMO gap is 9.9 eV. The LUMO energy is 0.333 eV.

```
! wB97M-V def2-TZVPD RIJCOSX def2/J DEFGRID3
* xyz 0 1
Cl 4.409 0.036 -1.315
Cl 0.853 3.401 1.161
Cl -1.704 1.883 1.574
Cl 2.351 -2.023 -0.689
C 2.235 0.678 0.247
C 0.923 0.649 0.974
C 0.131 1.979 -1.798
C -0.440 1.642 -0.671
C -0.100 1.980 0.680
C 2.837 -0.293 -0.549
H 1.134 2.356 -2.019
H 1.119 0.649 2.041
H -0.591 1.672 -2.600
H 2.922 1.538 0.527
H 0.326 -0.188 0.750
H -1.465 1.448 -0.799
*
```

Löwdin atomic charge list, values in e, 6 entries: number 1, Cl, carries 0.559; number 2, Cl, carries 0.644; number 3, Cl, carries 0.595; number 4, Cl, carries 0.553; number 5, C, carries -0.231; number 6, C, carries -0.211

=====

[2]
DFT (the ωB97M-V functional and the def2-TZVPD basis) results for C12H12N2S2 in the gas phase.

Its SMILES is S=C1NC(=S)[C@]2(CCCc3ccccc32)N1. The calculation puts the total energy at -37287.6283 eV. As for the energy above the lowest of the compared OMol25 structures with the same formula, charge and spin: 2.4472 eV. The value obtained for the HOMO-LUMO gap is 8.1 eV. The LUMO energy is -0.241 eV.

```
! wB97M-V def2-TZVPD RIJCOSX def2/J DEFGRID3
* xyz 0 1
S -2.709 -3.297 0.772
S 2.065 -1.998 2.263
N -0.212 -3.021 1.478
N -1.316 -1.380 0.325
C 0.671 -1.929 1.345
C -0.045 2.255 0.478
C 0.802 -0.162 -3.000
C 0.965 1.281 -3.131
C 0.709 1.988 -1.984
C -1.306 -2.661 0.822
C 0.311 0.048 -0.680
C 0.043 0.275 1.889
C -0.629 1.554 1.664
C -0.031 -0.729 0.589
C 0.516 -0.707 -1.772
C 0.344 1.442 -0.717
H 0.939 -0.819 -3.902
H 1.076 0.527 2.029
H 1.151 1.775 -4.024
H -0.255 -3.720 2.212
H -1.815 -1.182 -0.626
H 0.827 2.703 0.844
H 0.757 3.040 -2.117
H -1.690 1.413 1.527
H -0.459 2.262 2.521
H -0.282 -0.167 2.869
H -0.824 3.017 0.128
H 0.395 -1.807 -1.802
*
```

Löwdin atomic charge list, values in e, 6 entries: number 1, S, carries 0.735; number 2, S, carries 0.674; number 3, N, carries 0.059; number 4, N, carries 0.012; number 5, C, carries -0.653; number 6, C, carries -0.151

=====

[3]
DFT (the ωB97M-V functional and the def2-TZVPD basis) results for a molecular structure, C42H38IrN8O6SSi.

Its expectation value of S² is 0.764. The calculation puts the total energy at -89915.7927 eV. As for the energy above the lowest of the compared OMol25 structures with the same formula, charge and spin: 4.1376 eV. The value obtained for the HOMO-LUMO gap (spin up / spin down) is 5.4 / 5.3 eV. The LUMO energy (spin up / spin down) is -7.824 / -7.831 eV.

```
! wB97M-V def2-TZVPD RIJCOSX def2/J DEFGRID3
* xyz 2 2
Ir 1.775 0.527 0.380
S 1.880 1.396 -1.745
Si -0.618 -1.949 0.108
O -1.452 1.940 2.138
O 3.959 -0.957 2.027
O -0.295 5.048 -3.978
O 0.174 -0.526 -0.084
O 4.570 -0.774 4.175
O 0.465 1.946 0.972
N 5.527 2.198 1.479
N 3.406 1.703 0.950
N 1.547 0.174 2.607
N 5.532 -2.176 0.055
N 4.808 3.309 1.229
N 0.389 3.309 -2.730
N -0.795 1.419 -2.021
N 2.882 -0.902 -0.256
C -3.283 -2.525 -0.652
C -0.545 4.370 -3.023
C -0.764 -3.862 3.816
C 1.955 -0.325 4.937
C -0.021 -2.545 -2.595
C 4.661 1.240 1.294
C 0.165 -4.426 -1.118
C -1.664 4.603 -2.088
C 3.549 3.017 0.917
C -3.057 -0.659 0.840
C -1.677 4.104 -0.788
C -0.325 1.569 1.940
C -3.812 5.145 -0.428
C -5.241 -1.367 0.128
C -2.716 5.394 -2.550
C 4.926 -0.198 1.288
C -2.757 4.369 0.037
C -4.437 -0.508 0.865
C -4.664 -2.378 -0.628
C 0.386 0.692 2.964
C -2.042 1.696 -4.168
C 0.537 -5.230 -2.190
C 0.573 -4.047 4.132
C -0.118 -3.070 -1.300
C 0.299 2.102 -2.139
C -2.106 1.680 -2.645
C -1.121 -3.245 2.622
C 2.341 -0.292 3.607
C 3.155 -2.041 -0.675
C -0.155 -2.795 1.721
C -3.789 5.662 -1.718
C 1.554 -3.621 3.244
C 3.681 -0.691 3.255
C 4.472 -2.721 -0.378
C 0.673 0.103 5.274
C 5.602 -0.833 0.333
C 1.189 -3.000 2.059
C 0.631 -4.689 -3.464
C -2.455 -1.667 0.078
C -0.111 0.627 4.275
C 0.349 -3.342 -3.668
C -3.415 2.037 -4.736
H 0.098 -4.863 -0.127
H -1.716 0.716 -4.523
H -1.533 -4.210 4.494
H -3.735 3.031 -4.417
H 0.849 -4.538 5.056
H -3.395 2.027 -5.825
H 0.747 -6.280 -2.031
H -6.317 -1.253 0.149
H -2.781 3.960 1.038
H -2.530 2.605 -2.260
H 6.284 -0.245 -0.273
H -0.858 3.505 -0.410
H -2.680 5.783 -3.559
H 0.916 -5.315 -4.299
H -4.884 0.277 1.462
H -0.689 0.544 -1.488
H -2.848 -3.315 -1.253
H 2.778 3.734 0.687
H 5.436 -1.083 3.844
H -5.288 -3.052 -1.199
H 1.963 -2.702 1.354
H -2.172 -3.114 2.388
H -1.101 1.025 4.456
H -2.451 0.012 1.438
H -0.232 -1.493 -2.767
H -2.746 0.868 -2.310
H 0.410 -2.921 -4.664
H 1.308 3.541 -3.088
H 2.600 -3.806 3.471
H -4.167 1.318 -4.408
H -4.606 6.275 -2.073
H 4.497 -3.790 -0.575
H 2.642 -0.688 5.689
H -1.309 2.425 -4.521
H -4.655 5.350 0.218
H 0.328 0.060 6.297
H 2.413 -2.620 -1.241
H 5.247 4.216 1.292
*
```

Löwdin atomic charge list, values in e, 6 entries: number 1, Ir, carries 1.237; number 2, S, carries 0.722; number 3, Si, carries 0.492; number 4, O, carries 0.118; number 5, O, carries 0.075; number 6, O, carries 0.150

=====

So what do the calculations give for F_max? Going down the list: 4.20, 6.20, 0.72 eV/Å.